Entry 1:
Molecular formula: C23H29N6Rh
Method: DFT, wB97M-V/def2-TZVPD

Atoms and positions in Å:
Rh: 0.57 0.09 -0.47
C: -4.30 -2.78 -0.95
C: -4.20 -1.99 0.19
C: -3.28 -0.96 0.25
C: -2.41 -0.73 -0.83
C: -2.53 -1.51 -1.98
C: -3.48 -2.52 -2.04
N: -1.47 0.32 -0.78
C: -1.92 1.60 -0.61
C: -3.26 2.01 -0.75
C: -3.58 3.34 -0.60
C: -2.59 4.30 -0.32
C: -1.27 3.94 -0.20
C: -0.94 2.59 -0.34
N: 0.32 2.06 -0.28
N: 1.33 2.81 -0.19
C: 2.52 2.19 -0.39
C: 3.71 2.91 -0.29
C: 4.90 2.28 -0.60
C: 4.87 0.97 -1.05
C: 3.66 0.31 -1.13
N: 2.51 0.87 -0.76
H: -5.03 -3.57 -1.00
H: -4.86 -2.17 1.03
H: -3.22 -0.32 1.12
H: -1.93 -1.26 -2.84
H: -3.59 -3.10 -2.95
H: -4.02 1.28 -1.00
H: -4.61 3.66 -0.71
H: -2.87 5.34 -0.22
H: -0.51 4.67 0.03
H: 3.66 3.94 0.02
H: 5.84 2.82 -0.53
H: 5.78 0.46 -1.34
H: 3.62 -0.69 -1.52
C: 1.84 0.77 2.37
N: 0.77 -0.08 1.82
C: -0.52 0.29 2.40
C: 1.08 -1.51 2.04
C: 0.45 -2.40 0.99
N: 0.98 -2.11 -0.36
C: 2.40 -2.52 -0.41
C: 0.28 -2.99 -1.32
H: 1.97 0.57 3.43
H: 1.57 1.82 2.25
H: 2.78 0.58 1.86
H: -0.44 0.35 3.49
H: -1.28 -0.45 2.15
H: -0.84 1.26 2.03
H: 0.73 -1.83 3.02
H: 2.16 -1.63 2.02
H: -0.64 -2.25 0.96
H: 0.64 -3.44 1.25
H: 2.51 -3.54 -0.03
H: 3.04 -1.87 0.18
H: 2.75 -2.52 -1.44
H: 0.51 -4.04 -1.10
H: 0.61 -2.77 -2.34
H: -0.79 -2.86 -1.25

ΔE to the lowest compared entry with this formula, charge and spin   0.308 eV
Largest force on an atom   0.0443 Eh/bohr
Frontier orbital gap (spin up / spin down)   5.2 / 5.2 eV
E_LUMO (spin up / spin down)   -8.55 / -8.53 eV
Total charge   +2

=====

Entry 2:
Molecular formula: C23H29NO5
Method: DFT, wB97M-V/def2-TZVPD

Atoms and positions in Å:
C: -4.44 -2.34 -2.79
C: -3.44 -2.51 -1.66
C: -2.37 -1.42 -1.68
C: -1.44 -1.55 -0.49
O: -1.54 -2.45 0.32
N: -0.49 -0.58 -0.37
C: -0.27 0.44 -1.37
C: 0.78 1.46 -0.94
C: 2.00 0.75 -0.45
C: 3.29 1.08 -0.83
C: 4.39 0.38 -0.35
O: 5.68 0.70 -0.69
C: 5.90 1.77 -1.58
C: 4.18 -0.71 0.52
O: 5.12 -1.51 1.10
C: 6.49 -1.41 0.76
C: 2.87 -1.04 0.88
C: 1.79 -0.32 0.41
C: 0.38 -0.63 0.80
C: -0.11 0.36 1.91
O: -1.14 1.21 1.49
C: -2.41 0.72 1.33
C: -2.93 -0.41 1.95
C: -4.25 -0.78 1.74
C: -5.06 -0.03 0.92
C: -4.57 1.11 0.30
C: -3.25 1.49 0.50
O: -2.66 2.58 -0.09
C: -3.45 3.44 -0.86
H: -4.95 -1.38 -2.70
H: -3.94 -2.37 -3.76
H: -5.18 -3.13 -2.76
H: -3.95 -2.48 -0.70
H: -2.95 -3.49 -1.74
H: -1.79 -1.47 -2.60
H: -2.86 -0.44 -1.64
H: 0.06 -0.04 -2.30
H: -1.21 0.97 -1.57
H: 0.36 2.07 -0.14
H: 1.01 2.11 -1.79
H: 3.43 1.91 -1.50
H: 6.98 1.83 -1.70
H: 5.54 2.72 -1.17
H: 5.44 1.59 -2.55
H: 6.65 -1.56 -0.31
H: 6.91 -0.44 1.05
H: 6.98 -2.20 1.32
H: 2.74 -1.88 1.54
H: 0.30 -1.66 1.18
H: 0.71 1.03 2.18
H: -0.40 -0.20 2.81
H: -2.30 -1.02 2.58
H: -4.62 -1.67 2.22
H: -6.09 -0.32 0.76
H: -5.22 1.69 -0.34
H: -3.85 2.93 -1.75
H: -2.80 4.25 -1.18
H: -4.28 3.86 -0.28

ΔE to the lowest compared entry with this formula, charge and spin   1.801 eV
Largest force on an atom   0.0113 Eh/bohr
Frontier orbital gap   8.5 eV
E_LUMO   0.67 eV

=====

Entry 3:
Molecular formula: C23H30F12GaO9
Method: DFT, wB97M-V/def2-TZVPD

Atoms and positions in Å:
O: -1.19 0.66 5.24
Ga: -1.64 0.14 3.48
C: -3.07 -1.37 3.53
C: -4.52 -0.92 3.57
C: -5.50 -1.87 3.38
C: -6.82 -1.50 3.41
C: -7.20 -0.21 3.61
C: -6.22 0.74 3.80
C: -4.90 0.38 3.79
H: -1.86 0.39 5.86
H: -0.37 -0.26 2.58
H: -2.35 1.39 2.74
H: -2.88 -2.07 4.35
H: -2.93 -1.93 2.60
H: -5.26 -2.91 3.22
H: -7.59 -2.26 3.24
H: -8.23 0.14 3.64
H: -6.51 1.77 3.95
H: -4.17 1.16 3.97
C: 2.33 0.42 -2.65
C: 1.12 -0.37 -2.22
O: 0.42 0.30 -1.16
C: -0.40 1.28 -1.52
O: -0.60 1.65 -2.64
C: -1.09 1.86 -0.28
F: -0.23 2.06 0.71
F: -2.06 1.05 0.16
F: -1.66 3.04 -0.56
H: 2.98 0.63 -1.80
H: 2.90 -0.14 -3.40
H: 2.04 1.38 -3.09
H: 1.43 -1.33 -1.81
H: 0.45 -0.57 -3.05
C: -1.36 -6.54 -1.47
C: 0.08 -6.96 -1.67
O: 0.96 -5.82 -1.71
C: 1.32 -5.32 -0.53
O: 0.98 -5.73 0.54
C: 2.28 -4.14 -0.74
F: 1.86 -3.32 -1.71
F: 3.50 -4.58 -1.10
F: 2.42 -3.43 0.36
H: -1.65 -5.82 -2.23
H: -2.02 -7.40 -1.51
H: -1.49 -6.05 -0.50
H: 0.19 -7.46 -2.63
H: 0.41 -7.66 -0.90
C: -1.13 5.95 -2.90
C: 0.25 6.54 -3.09
O: 1.08 5.67 -3.88
C: 0.92 5.74 -5.19
O: 0.15 6.45 -5.78
C: 1.91 4.78 -5.88
F: 1.95 3.59 -5.29
F: 3.15 5.29 -5.86
F: 1.58 4.59 -7.16
H: -1.06 4.95 -2.47
H: -1.72 6.58 -2.23
H: -1.66 5.86 -3.84
H: 0.75 6.65 -2.13
H: 0.20 7.53 -3.55
C: 2.86 -0.06 3.42
C: 4.23 0.55 3.23
O: 5.05 -0.27 2.36
C: 4.85 -0.12 1.06
O: 4.08 0.63 0.54
C: 5.82 -1.02 0.28
F: 5.87 -2.26 0.80
F: 7.06 -0.52 0.31
F: 5.45 -1.14 -1.00
H: 2.95 -1.09 3.78
H: 2.28 0.51 4.13
H: 2.31 -0.10 2.48
H: 4.76 0.60 4.18
H: 4.17 1.57 2.84

Largest force on an atom   0.0430 Eh/bohr
Frontier orbital gap   6.7 eV
E_LUMO   2.19 eV
Total charge   -1

=====

Entry 4:
Molecular formula: C23H30F5PSSiSn
Method: DFT, wB97M-V/def2-TZVPD

Atoms and positions in Å:
Sn: -0.66 -0.18 -0.84
C: -1.20 0.01 -5.01
C: 0.06 0.33 -4.27
C: 0.47 1.65 -4.08
C: 1.65 1.94 -3.42
C: 2.10 3.37 -3.28
C: 2.43 0.91 -2.92
C: 2.04 -0.42 -3.09
C: 2.90 -1.54 -2.58
C: 0.86 -0.70 -3.77
H: -0.98 -0.27 -6.04
H: -1.87 0.87 -5.02
H: -1.71 -0.83 -4.54
H: -0.13 2.46 -4.48
H: 2.43 3.76 -4.24
H: 2.93 3.45 -2.58
H: 1.28 3.99 -2.94
H: 3.36 1.12 -2.42
H: 2.31 -2.44 -2.43
H: 3.37 -1.27 -1.64
H: 3.69 -1.77 -3.30
H: 0.58 -1.73 -3.94
F: -0.44 -7.40 1.69
C: -0.65 -6.30 0.96
C: -0.60 -6.34 -0.43
F: -0.33 -7.50 -1.05
C: -0.82 -5.19 -1.17
F: -0.77 -5.27 -2.50
C: -1.11 -3.96 -0.56
S: -1.42 -2.56 -1.55
C: -1.20 -3.95 0.83
F: -1.56 -2.84 1.47
C: -0.95 -5.09 1.59
F: -1.01 -5.03 2.92
C: -0.63 4.82 -0.68
P: -0.65 3.02 -0.23
C: -1.45 3.19 1.42
C: 1.09 2.84 0.34
H: -0.36 5.42 0.19
H: -1.63 5.11 -1.02
H: 0.07 5.01 -1.49
H: -2.47 3.55 1.29
H: -0.89 3.90 2.03
H: -1.47 2.22 1.90
H: 1.39 3.69 0.95
H: 1.74 2.76 -0.53
H: 1.17 1.92 0.92
C: 0.18 -1.44 5.16
Si: -0.69 0.07 4.41
C: -2.54 0.08 4.85
C: 0.08 1.72 5.00
C: -0.53 -0.08 2.56
C: -0.48 -0.23 1.35
H: 0.04 -1.50 6.24
H: 1.25 -1.43 4.97
H: -0.21 -2.36 4.72
H: -2.70 0.13 5.93
H: -3.03 -0.82 4.50
H: -3.06 0.92 4.40
H: 0.25 1.70 6.08
H: -0.57 2.56 4.79
H: 1.04 1.92 4.53

Largest force on an atom   0.0149 Eh/bohr
Frontier orbital gap   6.8 eV
E_LUMO   -1.05 eV

=====

Entry 5:
Molecular formula: C23H30Ge2N2O5OsS
Method: DFT, wB97M-V/def2-TZVPD

Atoms and positions in Å:
Os: -0.41 0.17 -0.97
O: -4.31 -0.45 0.52
C: -3.02 -0.38 0.35
O: -2.37 0.65 0.22
C: -2.31 -1.69 0.38
C: -2.85 -2.88 0.82
C: -2.00 -3.97 0.99
C: -0.64 -3.81 0.75
C: -0.19 -2.60 0.29
N: -1.01 -1.57 0.06
C: 1.22 -2.14 0.14
O: 2.21 -2.96 -0.15
O: 1.42 -0.95 0.25
H: -4.72 0.43 0.49
H: -3.90 -2.94 1.06
H: -2.39 -4.91 1.36
H: 0.05 -4.62 0.96
C: 1.55 -0.41 -5.65
C: 0.68 -0.87 -4.48
Ge: 1.25 -0.21 -2.73
C: 2.94 -1.14 -2.27
C: 3.75 -1.96 -3.14
C: 2.36 1.40 -2.86
C: 2.25 2.41 -1.97
Ge: 1.04 2.26 -0.40
C: 1.80 1.80 1.35
C: 2.58 2.89 2.10
C: -0.36 3.63 -0.38
C: 0.04 5.02 0.13
C: 2.93 3.71 -2.16
C: 3.20 4.52 -1.06
C: 3.87 5.73 -1.21
C: 4.25 6.15 -2.48
C: 3.96 5.36 -3.59
C: 3.30 4.15 -3.43
H: 1.19 -0.82 -6.59
H: 2.59 -0.72 -5.55
H: 1.55 0.68 -5.74
H: 0.61 -1.96 -4.44
H: -0.35 -0.51 -4.62
H: 1.95 -3.89 -0.23
H: 3.46 -0.76 -1.39
H: 3.21 -2.56 -3.87
H: 4.57 -2.49 -2.65
H: 4.26 -1.15 -3.71
H: 3.03 1.51 -3.71
H: 2.43 0.92 1.22
H: 0.94 1.48 1.94
H: 3.50 3.15 1.60
H: 2.84 2.52 3.09
H: 1.99 3.80 2.24
H: -1.16 3.22 0.24
H: -0.75 3.70 -1.40
H: 0.47 4.99 1.13
H: -0.84 5.66 0.18
H: 0.76 5.50 -0.54
H: 2.91 4.21 -0.07
H: 4.08 6.34 -0.35
H: 4.76 7.10 -2.61
H: 4.23 5.70 -4.58
H: 3.06 3.57 -4.31
O: -3.74 0.73 -2.67
S: -2.60 1.59 -2.90
N: -1.33 1.10 -2.22

Largest force on an atom   0.0077 Eh/bohr
Frontier orbital gap   6.0 eV
E_LUMO   -7.39 eV
Total charge   +2

=====

Entry 6:
Molecular formula: C23H30N2O2
Method: DFT, wB97M-V/def2-TZVPD

Atoms and positions in Å:
C: 2.79 3.21 3.42
C: 3.43 2.21 2.48
O: 4.59 2.33 2.12
C: 2.56 1.12 2.05
C: 1.20 0.92 2.40
C: 0.78 -0.23 1.79
C: -0.55 -0.84 1.89
C: -0.72 -2.18 2.22
C: -1.99 -2.72 2.33
C: -3.10 -1.92 2.15
C: -2.94 -0.57 1.86
C: -1.67 -0.04 1.73
N: 1.83 -0.75 1.07
C: 1.77 -1.84 0.14
C: 1.36 -1.35 -1.26
C: -0.14 -1.52 -1.47
O: -0.75 -2.48 -1.03
N: -0.71 -0.55 -2.21
C: -2.11 -0.58 -2.60
C: -2.97 0.33 -1.72
C: -2.58 1.81 -1.71
C: -2.60 2.48 -3.08
C: -1.37 2.16 -3.93
C: -1.43 0.83 -4.70
C: -2.28 -0.29 -4.10
C: 2.91 0.07 1.21
C: 4.21 -0.21 0.55
H: 1.93 3.67 2.94
H: 3.52 3.98 3.68
H: 2.46 2.71 4.32
H: 0.61 1.53 3.05
H: 0.14 -2.81 2.42
H: -2.11 -3.76 2.58
H: -4.10 -2.34 2.24
H: -3.81 0.06 1.73
H: -1.54 1.01 1.49
H: 1.03 -2.57 0.46
H: 2.75 -2.32 0.11
H: 1.66 -0.31 -1.41
H: 1.85 -1.97 -2.02
H: -0.17 0.25 -2.50
H: -2.44 -1.60 -2.41
H: -4.00 0.23 -2.05
H: -2.91 -0.05 -0.70
H: -1.59 1.92 -1.26
H: -3.28 2.33 -1.05
H: -3.51 2.22 -3.61
H: -2.62 3.56 -2.92
H: -1.22 2.96 -4.65
H: -0.49 2.17 -3.27
H: -1.84 1.03 -5.70
H: -0.41 0.47 -4.85
H: -3.34 -0.08 -4.27
H: -2.04 -1.20 -4.66
H: 4.91 0.58 0.82
H: 4.62 -1.16 0.89
H: 4.12 -0.24 -0.53

ΔE to the lowest compared entry with this formula, charge and spin   0.505 eV
Largest force on an atom   0.0157 Eh/bohr
Frontier orbital gap   8.5 eV
E_LUMO   0.60 eV

=====

Entry 7:
Molecular formula: C23H30N2O2S
Method: DFT, wB97M-V/def2-TZVPD

Atoms and positions in Å:
C: 1.96 3.92 0.44
C: 0.67 3.18 0.78
C: 0.39 1.99 -0.16
C: 0.21 2.46 -1.60
C: 1.55 0.99 0.07
O: 1.92 0.71 1.19
N: 2.13 0.49 -1.04
C: 3.28 -0.41 -1.03
C: 4.49 0.26 -0.39
C: 5.70 -0.67 -0.43
C: 5.38 -1.98 0.29
C: 4.16 -2.65 -0.34
C: 2.96 -1.72 -0.30
N: -0.85 1.31 0.28
C: -2.02 1.97 0.35
O: -2.16 3.14 0.04
C: -3.22 1.14 0.82
C: -3.55 0.04 -0.12
C: -3.60 0.09 -1.48
C: -3.95 -1.15 -2.07
C: -4.17 -2.12 -1.15
S: -3.96 -1.54 0.46
C: -0.75 -0.09 0.56
C: -0.68 -1.00 -0.49
C: -0.59 -2.35 -0.22
C: -0.57 -2.80 1.08
C: -0.63 -1.90 2.13
C: -0.72 -0.54 1.87
H: 1.89 4.42 -0.52
H: 2.81 3.24 0.43
H: 2.15 4.68 1.20
H: -0.17 3.87 0.74
H: 0.75 2.78 1.80
H: -0.14 1.65 -2.24
H: 1.14 2.86 -2.01
H: -0.55 3.24 -1.62
H: 1.77 0.77 -1.94
H: 3.50 -0.63 -2.08
H: 4.72 1.20 -0.92
H: 4.25 0.51 0.64
H: 6.56 -0.18 0.03
H: 5.96 -0.88 -1.47
H: 6.24 -2.65 0.24
H: 5.17 -1.77 1.34
H: 3.93 -3.57 0.19
H: 4.39 -2.91 -1.38
H: 2.09 -2.19 -0.77
H: 2.70 -1.48 0.73
H: -3.03 0.74 1.81
H: -4.06 1.84 0.89
H: -3.39 0.98 -2.04
H: -4.04 -1.30 -3.13
H: -4.46 -3.14 -1.31
H: -0.71 -0.64 -1.51
H: -0.55 -3.05 -1.04
H: -0.51 -3.86 1.29
H: -0.60 -2.25 3.15
H: -0.75 0.17 2.68

ΔE to the lowest compared entry with this formula, charge and spin   0.000 eV
Largest force on an atom   0.0142 Eh/bohr
Frontier orbital gap   9.1 eV
E_LUMO   0.58 eV

=====

Entry 8:
Molecular formula: C23H30N2O5
Method: DFT, wB97M-V/def2-TZVPD

Atoms and positions in Å:
C: -1.73 -1.28 3.25
O: -2.42 -0.50 2.31
C: -1.70 0.33 1.51
C: -0.34 0.53 1.61
C: 0.31 1.40 0.74
C: 1.77 1.62 0.95
O: 2.31 1.36 2.02
N: 2.45 2.16 -0.09
C: 3.86 2.48 -0.03
C: 4.76 1.27 0.27
C: 4.28 0.08 -0.54
O: 4.46 -0.02 -1.74
N: 3.61 -0.84 0.19
C: 2.95 -1.99 -0.38
C: 3.41 -3.26 0.34
C: 1.43 -1.79 -0.31
C: 0.63 -2.82 -1.11
C: -0.83 -2.46 -1.07
C: -1.67 -3.02 -0.12
C: -3.01 -2.67 -0.08
C: -3.52 -1.77 -1.00
C: -2.68 -1.20 -1.94
C: -1.35 -1.54 -1.97
C: -0.42 2.05 -0.25
C: -1.79 1.87 -0.36
O: -2.55 2.49 -1.33
C: -1.91 3.34 -2.25
C: -2.46 1.02 0.54
O: -3.79 0.75 0.60
C: -4.73 1.50 -0.14
H: -1.00 -1.94 2.76
H: -2.49 -1.89 3.74
H: -1.22 -0.67 4.00
H: 0.25 0.05 2.37
H: 2.03 2.13 -1.00
H: 4.00 3.23 0.76
H: 4.13 2.91 -0.99
H: 5.78 1.51 -0.01
H: 4.72 1.04 1.34
H: 3.40 -0.63 1.16
H: 3.27 -2.03 -1.43
H: 3.01 -4.14 -0.13
H: 4.50 -3.32 0.33
H: 3.08 -3.23 1.38
H: 1.12 -1.81 0.73
H: 1.20 -0.80 -0.70
H: 0.99 -2.84 -2.14
H: 0.78 -3.82 -0.68
H: -1.28 -3.73 0.59
H: -3.66 -3.11 0.66
H: -4.57 -1.51 -0.97
H: -3.07 -0.49 -2.65
H: -0.69 -1.10 -2.71
H: 0.07 2.75 -0.91
H: -2.70 3.70 -2.91
H: -1.16 2.81 -2.84
H: -1.44 4.20 -1.75
H: -4.63 1.32 -1.21
H: -5.70 1.15 0.20
H: -4.64 2.57 0.05

ΔE to the lowest compared entry with this formula, charge and spin   0.873 eV
Largest force on an atom   0.0132 Eh/bohr
Frontier orbital gap   8.6 eV
E_LUMO   0.53 eV

=====

Q: What is the formula in the seventh record?
A: C23H30N2O2S

=====

Q: Which value of largest force on an atom does entry 7 give?
A: 0.0142 Eh/bohr

=====

Q: largest force on an atom of number 8 (C23H30N2O5)?
A: 0.0132 Eh/bohr